DFT (ωB97M-V with the def2-TZVPD basis set) results for a structure of composition C20H46IrO4P4.

Atoms and positions in Å:
Ir (-0.9072, 0.9398, -0.2692)
P (-1.9024, 2.7244, 0.4809)
P (-1.4064, -0.7667, 1.5250)
P (-0.5857, 1.4056, -2.5796)
H (-1.5107, -3.1853, -0.9838)
C (-0.6849, -3.0060, -1.6784)
C (0.5435, -2.6368, -1.2983)
H (0.8811, -2.6394, -0.2581)
C (-3.6485, 2.7413, 0.8417)
C (-1.0645, 3.0474, 2.0479)
C (-1.5651, 4.0795, -0.6271)
C (-1.0671, -2.6099, 1.7297)
C (-0.5589, -0.2134, 3.0599)
C (-3.1951, -0.7463, 1.9542)
C (-0.1940, 0.0302, -3.7130)
C (0.8869, 2.4917, -2.7513)
C (-1.8758, 2.2864, -3.5886)
H (-1.0359, -3.0526, -2.6902)
H (1.2495, -2.1149, -1.9418)
H (-4.2437, 2.8298, -0.0624)
H (-3.8055, 3.5993, 1.4862)
H (-3.9541, 1.8505, 1.3815)
H (-1.4789, 4.0005, 2.3792)
H (0.0192, 3.1053, 1.9071)
H (-1.3005, 2.2496, 2.7577)
H (-2.2910, 4.8523, -0.4129)
H (-1.7044, 3.7798, -1.6631)
H (-0.5380, 4.4217, -0.5425)
H (-1.6967, -3.0391, 2.5153)
H (-0.0242, -2.7430, 2.0138)
H (-1.2205, -3.1700, 0.8051)
H (-1.2894, -0.0605, 3.8601)
H (-0.0283, 0.7177, 2.8550)
H (0.1830, -0.9627, 3.3542)
H (-3.4366, -1.4029, 2.7891)
H (-3.8081, -1.0913, 1.1171)
H (-3.5106, 0.2613, 2.2237)
H (-0.3254, 0.3036, -4.7666)
H (-0.8206, -0.8358, -3.4796)
H (0.8390, -0.2860, -3.5702)
H (0.8625, 2.9678, -3.7487)
H (1.7964, 1.8897, -2.6382)
H (0.8770, 3.2560, -1.9608)
H (-1.4375, 2.7272, -4.4817)
H (-2.3885, 3.0748, -3.0495)
H (-2.6454, 1.5663, -3.8632)
C (-3.7996, -0.4356, -1.9007)
C (-4.5866, 0.2090, -0.9547)
C (-5.7897, 0.7850, -1.3818)
C (-6.2488, 0.5613, -2.6722)
C (-5.4796, -0.1743, -3.5542)
C (-4.2327, -0.6552, -3.2159)
O (-2.5028, -0.7586, -1.6639)
H (-2.0783, -0.2691, -0.8192)
H (-4.3546, 0.1206, 0.1099)
H (-6.3468, 1.4288, -0.6995)
H (-7.2319, 0.9214, -2.9755)
H (-5.8433, -0.3088, -4.5282)
H (-3.6112, -1.2626, -3.8650)
C (3.5463, 0.3264, -1.3453)
O (2.1408, 0.0714, -1.1981)
P (1.2849, 0.6234, 0.0764)
O (1.7982, -0.2324, 1.3026)
C (2.8505, -1.2895, 1.3085)
O (1.7773, 2.1656, 0.2720)
C (2.5631, 2.5296, 1.4446)
H (3.7715, 0.4525, -2.4268)
H (4.1357, -0.5265, -0.9543)
H (3.8671, 1.2386, -0.7885)
H (2.7369, -2.0185, 0.4844)
H (3.8321, -0.7911, 1.2532)
H (2.7271, -1.8125, 2.2657)
H (2.0270, 2.4453, 2.4147)
H (3.4721, 1.9014, 1.4412)
H (2.8301, 3.5805, 1.2562)

Computed properties:
HOMO-LUMO gap (alpha / beta) (hartree): 0.301 / 0.156
Energy above the lowest of the compared OMol25 structures with the same formula, charge and spin (kJ/mol): 239.89
E_HOMO (alpha / beta) (eV): -19.482 / -20.505
Spin multiplicity: 6
Total charge: +4

***

DFT (ωB97M-V with the def2-TZVPD basis set) results for a cluster of 9 separate species, C20H46N16O13 in total.

Atoms and positions in Å:
C (3.2782, -2.3388, 1.3914)
C (3.3191, -1.2763, 2.4523)
O (3.5117, -1.5037, 3.6080)
O (3.1575, 0.0398, 2.0070)
C (1.8557, 0.5346, 2.2296)
O (0.9548, -0.1948, 1.4162)
C (-0.2947, -0.3315, 1.9329)
O (-0.5256, -0.6453, 3.0617)
O (-1.2218, -0.1413, 0.9788)
C (-2.2972, 0.7240, 1.3580)
C (-3.4978, 0.4042, 0.4642)
C (-4.3646, -0.7079, 1.0186)
C (-4.9699, -0.6129, 2.2683)
C (-5.7543, -1.6401, 2.7691)
C (-5.9654, -2.7801, 2.0024)
C (-5.3916, -2.8820, 0.7464)
C (-4.5885, -1.8541, 0.2688)
H (2.5001, -3.0568, 1.6384)
H (4.2232, -2.8816, 1.3611)
H (3.1122, -1.8966, 0.4115)
H (1.6163, 0.4471, 3.2903)
H (1.8860, 1.5805, 1.9245)
H (-2.5864, 0.5673, 2.3956)
H (-2.0209, 1.7724, 1.2139)
H (-3.1486, 0.1169, -0.5276)
H (-4.1302, 1.2872, 0.3494)
H (-4.8116, 0.2822, 2.8631)
H (-6.2032, -1.5361, 3.7488)
H (-6.5794, -3.5783, 2.4019)
H (-5.5544, -3.7576, 0.1321)
H (-4.1521, -1.9599, -0.7160)
C (4.1246, 2.8972, -1.1339)
O (4.4937, 4.0589, -1.2896)
N (4.0821, 2.2919, 0.0803)
N (3.7347, 2.1333, -2.1924)
H (3.7843, 1.3408, 0.2153)
H (4.3662, 2.8285, 0.8786)
H (3.7533, 2.5629, -3.1014)
H (3.4274, 1.1833, -2.1001)
C (6.2890, -5.0060, 0.7126)
O (5.1939, -4.7690, 1.2088)
N (6.4289, -5.5403, -0.5356)
N (7.4497, -4.7456, 1.3753)
H (7.3193, -5.7328, -0.9529)
H (5.5942, -5.7309, -1.0591)
H (7.3763, -4.3515, 2.2949)
H (8.3563, -4.9256, 0.9889)
C (-6.4595, 3.8675, 0.6580)
O (-5.9430, 2.8167, 0.3101)
N (-7.8208, 4.0201, 0.6859)
N (-5.7387, 4.9486, 1.0552)
H (-8.2769, 4.8683, 0.9687)
H (-8.3765, 3.2345, 0.3994)
H (-4.7397, 4.8621, 1.0569)
H (-6.1569, 5.8065, 1.3628)
C (1.7022, -5.8401, -0.0370)
O (1.5076, -4.6371, -0.0344)
N (0.6899, -6.7384, -0.2562)
N (2.9346, -6.3894, 0.1756)
H (0.8257, -7.7306, -0.2603)
H (-0.2281, -6.3671, -0.4116)
H (3.7111, -5.7639, 0.3539)
H (3.0932, -7.3787, 0.1685)
C (6.8033, 4.1797, -4.2039)
O (5.8011, 3.9233, -4.8564)
N (8.0190, 4.4005, -4.8128)
N (6.8058, 4.2326, -2.8493)
H (8.8586, 4.5995, -4.3034)
H (8.0500, 4.3543, -5.8141)
H (5.9179, 4.0715, -2.3659)
H (7.6345, 4.4114, -2.3147)
C (-7.9292, 3.7796, 4.8466)
O (-7.6775, 4.9696, 4.7497)
N (-8.0867, 3.1590, 6.0550)
N (-8.0728, 2.9785, 3.7502)
H (-8.2912, 2.1830, 6.1497)
H (-7.9859, 3.7220, 6.8781)
H (-7.9519, 3.4212, 2.8567)
H (-8.2792, 1.9989, 3.7970)
C (7.7862, -0.3449, -4.4375)
O (8.1554, -1.5050, -4.4908)
N (6.4955, 0.0091, -4.1529)
N (8.6273, 0.7101, -4.6580)
H (6.1821, 0.9625, -4.1156)
H (5.8424, -0.7325, -3.9881)
H (9.5829, 0.5051, -4.8789)
H (8.3285, 1.6684, -4.6172)
C (-6.5090, 0.0971, -2.7221)
O (-6.3955, -0.8747, -1.9962)
N (-6.7142, -0.0188, -4.0744)
N (-6.4450, 1.3750, -2.2469)
H (-6.8091, 0.7685, -4.6860)
H (-6.7671, -0.9448, -4.4536)
H (-6.2853, 1.5027, -1.2591)
H (-6.5455, 2.1827, -2.8307)

Computed properties:
HOMO-LUMO gap (hartree): 0.327
E_HOMO (eV): -8.485
Spin multiplicity: 1
SMILES: CC(=O)OCOC(=O)OCCc1ccccc1.NC(N)=O.NC(N)=O.NC(N)=O.NC(N)=O.NC(N)=O.NC(N)=O.NC(N)=O.NC(N)=O
Total charge: 0

***

DFT (ωB97M-V with the def2-TZVPD basis set) results for a structure of composition C20H46N6O40S7.

Atoms and positions in Å:
C (10.3838, 17.8713, 10.0266)
C (10.8238, 18.2324, 8.6289)
O (9.5994, 18.1646, 7.8476)
S (8.6107, 17.0260, 8.3903)
O (8.9868, 15.6759, 8.0071)
O (7.1441, 17.3032, 8.3175)
O (9.1415, 17.2135, 9.9826)
H (10.3426, 18.7774, 10.6311)
H (11.1177, 17.1976, 10.4688)
H (11.5282, 17.5330, 8.1787)
H (11.1020, 19.2861, 8.6523)
C (14.0341, 21.0623, 11.4413)
C (14.4648, 19.7667, 10.6861)
O (14.6069, 20.0536, 9.3561)
S (14.3877, 21.6797, 8.9803)
O (13.0415, 21.8515, 8.4666)
O (15.5576, 22.2218, 8.2305)
O (14.6040, 22.0649, 10.5911)
H (14.3750, 21.1811, 12.4698)
H (12.9680, 21.2535, 11.5634)
H (13.8139, 18.8945, 10.7471)
H (15.4144, 19.4150, 11.0892)
C (16.9555, 8.8269, 15.2560)
C (15.5731, 8.3351, 15.2812)
O (14.8083, 9.4060, 14.7451)
S (15.7172, 9.9947, 13.5316)
O (15.6647, 11.4936, 13.5066)
O (15.4640, 9.2974, 12.3182)
O (17.1701, 9.5503, 14.0920)
H (17.6511, 7.9907, 15.3271)
H (16.9633, 9.5729, 16.0507)
H (15.1858, 8.2300, 16.2946)
H (15.4771, 7.4073, 14.7172)
C (12.3762, 15.9292, 18.1352)
C (11.1659, 16.6778, 18.7381)
O (11.6545, 17.8896, 19.2821)
S (13.2972, 17.9577, 19.3014)
O (13.9102, 18.1764, 20.6566)
O (13.7962, 18.7697, 18.1706)
O (13.4902, 16.3507, 18.8419)
H (12.5456, 16.1248, 17.0764)
H (12.3370, 14.8473, 18.2625)
H (10.7422, 16.0620, 19.5314)
H (10.3094, 16.8724, 18.0926)
C (15.7072, 20.0564, 15.3742)
C (15.9399, 18.7592, 14.6146)
O (17.3260, 18.8082, 14.2325)
S (17.9490, 20.3858, 14.2410)
O (17.3457, 21.1558, 13.1433)
O (19.3926, 20.4878, 14.4818)
O (16.9964, 20.6374, 15.5807)
H (15.2259, 19.8909, 16.3381)
H (15.1599, 20.7652, 14.7528)
H (15.2695, 18.6268, 13.7654)
H (15.8197, 17.8851, 15.2546)
C (12.3610, 14.0851, 11.5703)
C (13.7267, 13.8180, 12.1402)
O (13.7961, 14.6764, 13.2713)
S (12.9160, 16.0804, 13.1774)
O (13.7630, 17.1558, 12.7064)
O (12.1767, 16.2518, 14.4020)
O (11.9917, 15.3995, 11.9393)
H (11.7410, 13.2560, 11.9112)
H (12.3738, 13.9251, 10.4922)
H (14.5296, 14.1042, 11.4609)
H (13.7353, 12.7804, 12.4740)
C (10.0851, 19.7741, 16.8404)
C (10.8291, 21.0373, 16.3644)
O (10.9626, 20.9003, 14.9848)
S (11.2615, 19.3055, 14.5644)
O (12.7456, 19.1061, 14.7681)
O (10.7079, 18.8960, 13.3086)
O (10.4007, 18.7187, 15.8550)
H (9.0369, 19.9845, 17.0529)
H (10.3262, 19.3146, 17.7990)
H (11.7558, 21.1512, 16.9269)
H (10.3134, 21.9939, 16.4480)
C (8.5529, 15.5293, 13.2233)
N (7.1599, 15.7576, 12.7575)
O (6.4642, 14.7600, 12.7836)
O (6.8281, 16.8816, 12.4628)
H (8.7541, 14.7426, 13.9505)
H (8.8680, 16.4000, 13.7984)
H (9.2692, 15.5182, 12.4018)
C (11.6427, 8.7997, 10.7168)
N (12.0099, 10.2113, 11.0811)
O (12.0095, 10.4528, 12.2503)
O (12.2768, 11.0626, 10.1907)
H (12.2427, 8.4601, 9.8726)
H (10.6080, 8.7923, 10.3741)
H (11.8212, 8.0985, 11.5320)
C (16.4671, 15.4534, 7.9499)
N (15.1563, 15.8243, 8.5104)
O (14.1684, 15.6458, 7.7940)
O (15.1214, 16.0100, 9.6826)
H (16.6393, 14.3786, 8.0078)
H (17.2558, 15.9988, 8.4680)
H (16.4348, 15.6861, 6.8855)
C (12.1601, 12.3385, 15.3337)
N (12.1407, 11.6954, 16.6821)
O (11.1065, 11.9505, 17.3485)
O (13.1141, 11.0924, 17.0937)
H (11.2900, 12.9658, 15.1398)
H (12.2495, 11.6071, 14.5305)
H (13.0010, 13.0284, 15.4049)
C (8.0098, 12.0039, 9.7625)
N (8.7712, 11.5179, 10.9855)
O (8.8897, 10.3146, 11.2903)
O (9.2986, 12.3840, 11.7177)
H (8.6809, 12.3844, 8.9925)
H (7.3231, 12.7631, 10.1368)
H (7.4258, 11.1131, 9.5312)
C (16.9397, 15.7550, 12.5698)
N (16.9557, 14.7019, 13.5674)
O (17.6399, 13.7518, 13.3007)
O (16.2629, 14.8054, 14.5949)
H (16.1459, 15.5514, 11.8511)
H (17.9129, 15.6555, 12.0890)
H (16.9109, 16.7801, 12.9392)

Computed properties:
HOMO-LUMO gap (hartree): 0.379
E_HOMO (eV): -10.880
Spin multiplicity: 1
Total charge: 0

***

E? In order: -69624.534, -71954.023, -188145.329 eV.
Max |F|? In order: 4.84, 1.31, 5.09 eV/Å.